a:
DFT (ωB97M-V/def2-TZVPD) results for the ion C5H10NOS with charge +1.

LUMO energy (alpha / beta) = -4.77 / -4.77 eV
HOMO level (alpha / beta) = -12.55 / -12.55 eV
Total charge = +1
Frontier orbital gap (alpha / beta) = 7.783 / 7.784 eV

Positions of all 18 atoms, in Å:
1 H -0.7846 -1.0046 1.3141
2 O -2.0383 -2.2124 -0.8147
3 H -2.3445 -0.5362 0.8856
4 H 2.6266 1.4557 -0.6049
5 S 0.5582 -1.4265 -1.2030
6 C 1.1107 0.0864 -1.0481
7 H -0.8764 1.8761 2.4485
8 H 0.3922 0.6614 2.1655
9 C 2.4582 0.5831 -1.2368
10 H -1.6801 -0.3410 -1.4410
11 H 0.3624 2.2523 1.3162
12 H 2.5151 0.9510 -2.2666
13 H 3.2546 -0.1485 -1.1020
14 C -1.2846 -1.1008 -0.7592
15 C -0.2351 1.4187 1.6855
16 C -1.1187 0.9778 0.6230
17 N -1.3468 -0.4619 0.6316
18 H -1.5690 -3.0304 -0.5938

Which charges does Löwdin predict for the atoms? In e, they are: 0.17 0.01 0.19 0.08 1.05 -0.44 0.11 0.09 -0.17 0.14 0.10 0.11 0.09 -0.55 -0.12 0.04 -0.01 0.12

=====

b:
DFT (ωB97M-V/def2-TZVPD) results for a structure of composition C5H10NOS.

LUMO energy = -4.58 eV
HOMO level = -14.99 eV
Total charge = +1
Frontier orbital gap = 10.406 eV

Positions of all 18 atoms, in Å:
1 C -0.6645 1.0638 1.9522
2 H -1.1212 1.8498 1.4894
3 H -2.1223 -1.2832 0.3822
4 C -0.8477 -0.7429 -1.2420
5 H -1.4208 0.9187 2.7272
6 H 2.6401 -0.9077 -2.3292
7 N 1.9594 -0.1124 -0.6255
8 C -0.4372 -0.0801 0.9413
9 C -1.6849 -0.4543 0.0856
10 C 2.8495 -0.6534 -1.3182
11 H 3.7432 -0.5684 -0.8321
12 O 0.4691 1.8155 -0.8866
13 H -1.4282 -0.4777 -2.1557
14 H -0.2482 -1.5827 -1.2874
15 H -2.5411 0.2582 -0.1421
16 S 0.4091 0.4179 -0.5728
17 H 0.1948 1.3215 2.3592
18 H 0.2508 -0.7828 1.4545

Which charges does Löwdin predict for the atoms? In e, they are: -0.03 0.06 0.06 -0.13 0.12 0.10 -0.12 -0.33 -0.13 0.07 0.08 -0.25 0.13 0.07 0.17 0.94 0.04 0.16

=====

c:
DFT (ωB97M-V/def2-TZVPD) results for a structure of composition C5H10NOS.

LUMO energy (alpha / beta) = -5.07 / -5.07 eV
HOMO level (alpha / beta) = -12.76 / -12.76 eV
Total charge = +1
Frontier orbital gap (alpha / beta) = 7.696 / 7.696 eV

Positions of all 18 atoms, in Å:
1 O -1.9036 1.8675 0.9668
2 H 1.5538 -0.0065 0.1877
3 H 0.0698 1.8144 -0.8004
4 H -0.1701 -2.3665 0.1402
5 H 0.0358 0.9582 1.7084
6 C -0.1647 -0.0019 1.2530
7 S -3.7167 -1.1292 -0.3131
8 H -2.0315 2.7021 0.4912
9 H 1.3427 -2.5397 1.0444
10 C 0.8427 -1.9792 0.2467
11 H -0.4019 0.3200 -1.6370
12 C -2.6767 -0.0188 -0.1497
13 C -0.7730 1.2039 -1.1244
14 H -0.7960 -0.6631 1.8320
15 C -1.6105 0.8253 0.0943
16 N 0.8103 -0.5753 0.5714
17 H -1.3634 1.7878 -1.8324
18 H 1.3901 -2.1367 -0.6814

Which charges does Löwdin predict for the atoms? In e, they are: 0.00 0.16 0.10 0.09 0.13 0.00 1.01 0.13 0.10 -0.04 0.09 -0.49 -0.02 0.13 -0.54 -0.07 0.10 0.10

=====

Of them, c has the highest stability.

=====

a:
DFT (ωB97M-V/def2-TZVPD) results for a cluster of 2 separate species, C9H14O in total.

LUMO energy (alpha / beta) = -3.96 / -7.51 eV
HOMO level (alpha / beta) = -14.04 / -14.49 eV
Total charge = +1
Frontier orbital gap (alpha / beta) = 10.078 / 6.980 eV
2S+1 = 2

Positions of all 24 atoms, in Å:
1 C 2.3935 -1.4803 1.8701
2 H -2.1054 0.8479 -4.0669
3 C -1.1307 0.9215 1.7152
4 O -2.3529 1.3601 1.5420
5 H 0.4646 -0.9947 3.9639
6 C -0.0551 1.1758 0.8218
7 H 1.8315 0.6747 0.1868
8 H -1.7038 -0.3053 3.4727
9 C 0.2915 -0.5726 2.9855
10 H 3.0138 -1.4769 2.7666
11 C -1.6129 0.0396 -3.5276
12 H 0.3493 0.4818 -2.6791
13 H -1.9386 -0.9751 -3.7553
14 H 3.0215 -1.2406 1.0119
15 C -0.9264 0.0368 2.8166
16 H 2.1257 -2.5371 1.7349
17 H -2.4101 1.8847 0.7164
18 C 1.2866 -0.5112 1.9676
19 H -0.1858 1.8924 0.0105
20 H -1.8575 0.1578 -2.4645
21 C -0.0661 0.1593 -3.6307
22 C 1.0703 0.4204 0.9092
23 H 0.1564 0.8530 -4.4461
24 H 0.3404 -0.8122 -3.9216

Which charges does Löwdin predict for the atoms? In e, they are: -0.01 0.06 -0.24 0.20 0.14 0.04 0.14 0.14 0.03 0.11 -0.16 0.03 0.06 0.09 0.07 0.12 0.16 -0.16 0.14 0.04 -0.16 0.02 0.07 0.06

=====

b:
DFT (ωB97M-V/def2-TZVPD) results for a cluster of 2 separate species, C9H14O in total.

LUMO energy (alpha / beta) = -4.35 / -8.24 eV
HOMO level (alpha / beta) = -12.95 / -12.95 eV
Total charge = +1
Frontier orbital gap (alpha / beta) = 8.595 / 4.709 eV
2S+1 = 2

Positions of all 24 atoms, in Å:
1 C -2.2946 0.3258 -1.0144
2 C 0.9126 -1.5352 -0.7864
3 H -1.9699 0.8822 -1.8826
4 C 0.5352 -2.8280 -0.2238
5 C -1.3447 -0.7915 -0.7870
6 H -2.6106 -2.0265 0.4495
7 C -1.7162 -2.0001 -0.1652
8 H 2.0246 4.1134 0.2050
9 C 0.9265 2.9830 1.2984
10 H -2.2414 0.9788 -0.1254
11 H 2.4389 1.4568 1.6027
12 C -0.0023 -0.6281 -1.2093
13 C -0.8171 -3.0578 -0.0463
14 H 1.0149 1.3041 2.6861
15 H 0.1566 0.2910 -1.7528
16 H -0.0079 2.5282 0.9775
17 H 1.2770 -3.6039 -0.1055
18 H -1.2181 -3.9954 0.3185
19 H -3.3239 -0.0246 -1.0908
20 H 1.9515 -1.3714 -1.0547
21 C 1.6943 1.9985 2.1880
22 H 0.7773 3.8813 1.8973
23 H 2.1629 2.5248 3.0224
24 O 1.5419 3.2897 0.0330

Which charges does Löwdin predict for the atoms? In e, they are: 0.01 0.03 0.10 0.07 -0.17 0.15 0.06 0.09 -0.31 0.13 0.07 0.01 -0.02 0.06 0.14 0.09 0.13 0.13 0.11 0.13 -0.09 0.11 0.07 -0.09

=====

Of them, a has the highest stability.

=====

a:
DFT (ωB97M-V/def2-TZVPD) results for a cluster of 5 separate species, C4H14O4 in total.

LUMO energy = -3.59 eV
HOMO level = -8.14 eV
Total charge = 0
Frontier orbital gap = 4.558 eV

Positions of all 22 atoms, in Å:
1 H -0.5294 0.9754 2.4982
2 C -2.6476 -0.9425 -0.8937
3 H 2.6990 -1.2642 0.5808
4 O 2.1301 -0.7835 -0.0354
5 H 0.4604 1.1740 1.4235
6 O 2.1025 1.0382 1.6947
7 H -0.7724 -2.1920 -0.7599
8 H 0.5397 -1.8646 -0.4079
9 C -1.7933 0.1147 -0.6283
10 H 0.8258 1.9854 -1.5781
11 C -1.0767 0.9814 -1.4352
12 H -1.1892 1.1631 -2.5074
13 H -3.0749 -0.9920 -1.8950
14 H 2.8849 0.9233 2.2357
15 H -3.0023 -1.4765 -0.0173
16 H -1.4578 0.1408 0.4214
17 O 0.0081 -2.6828 -0.5017
18 H 2.1656 0.0664 0.6169
19 O -0.5260 1.0366 1.5380
20 H -0.0627 2.0896 -0.0418
21 C 0.2176 1.4136 -0.8702
22 H 0.8286 0.5907 -0.4881

Which charges does Löwdin predict for the atoms? In e, they are: 0.07 0.17 0.04 -0.19 -0.01 -0.38 -0.04 0.00 -0.14 0.11 0.08 0.14 0.09 -0.05 0.10 0.09 -0.06 -0.03 -0.14 0.12 -0.04 0.07

=====

b:
DFT (ωB97M-V/def2-TZVPD) results for a cluster of 5 separate species, C4H14O4 in total.

LUMO energy = 0.17 eV
HOMO level = -9.48 eV
Total charge = 0
Frontier orbital gap = 9.645 eV

Positions of all 22 atoms, in Å:
1 H 0.1565 -1.9572 3.1860
2 H 0.0043 -1.8545 -0.1324
3 H 0.6301 -0.2027 3.1830
4 H -1.5456 -1.6958 -3.1660
5 H -2.6635 -1.0162 -3.8697
6 H 1.4175 1.1304 3.0880
7 H -0.7593 2.8610 -0.6255
8 O 0.0935 -2.2023 -1.0278
9 C 1.9509 2.0557 -1.3946
10 H 0.4253 -3.1116 -0.8344
11 H -1.1913 -2.2883 2.8535
12 H -2.1335 0.8525 0.0797
13 C -0.3355 1.8992 -0.3605
14 C 1.1435 1.7967 -0.3763
15 H 1.5561 1.5616 0.6026
16 O -0.4585 -1.8227 2.4422
17 H 3.0141 2.2271 -1.3370
18 H 1.4742 2.2858 -2.3462
19 C -1.0565 0.8889 0.1103
20 O 1.0497 0.5002 3.7134
21 H -0.6843 -0.1228 0.1714
22 O -2.0878 -1.7849 -3.9598

Which charges does Löwdin predict for the atoms? In e, they are: 0.05 -0.01 -0.01 0.01 0.03 0.02 0.10 -0.07 0.01 0.06 0.06 0.06 -0.17 -0.20 0.08 -0.05 0.05 0.06 0.01 -0.06 0.02 -0.06

=====

Of them, b has the highest stability.